[1]
Formula: C4H13N2O2
Source: the OMol25 dataset
Level of theory: wB97M-V/def2-TZVPD

The geometry in XYZ format:
```
21
Properties=species:S:1:pos:R:3:forces:R:3:lowdin_charge:R:1
O -2.748113 -1.385095 -1.446999 0.57 0.67 0.01 0.06
C -2.270772 -1.265964 -0.349906 0.10 -1.96 0.44 -0.25
C -0.904961 -0.697175 0.046637 -1.76 1.48 -1.01 -0.40
C 0.290294 -1.398419 -0.579320 1.48 0.12 1.88 -0.18
C 1.359942 -0.296345 -0.756454 -0.21 0.49 -1.41 -0.23
N 1.552740 0.449921 0.547650 -1.11 -0.63 2.73 0.02
N -0.804784 -0.407519 1.488057 0.13 -4.36 0.16 -0.01
H -2.793091 -1.769601 0.492167 -0.23 0.42 0.26 0.12
H -1.014358 0.324351 -0.542209 0.67 -1.37 1.30 0.15
H 0.048682 -1.825039 -1.473594 -1.13 -0.06 -3.24 0.07
H 0.709654 -2.419131 -0.236567 -0.52 1.85 1.18 0.15
H 0.925822 0.574758 -1.544557 1.55 -2.50 2.00 0.16
H 2.311869 -0.826380 -1.050447 -0.80 1.29 0.10 0.11
H 1.132019 -0.078232 1.423585 0.46 0.49 -2.13 0.12
H 0.890353 1.327432 0.623461 1.44 -0.49 -0.56 0.07
H 2.525361 0.626149 0.886479 -0.41 0.44 -0.93 0.09
H -1.261586 -1.181471 2.099495 0.92 1.92 -1.46 0.13
H -1.169934 0.469647 1.675236 -1.11 2.13 0.76 -0.01
H -0.325676 3.314302 -0.238614 -1.40 0.27 0.36 -0.01
H 1.020995 3.558981 -0.753855 1.56 1.44 -1.03 -0.01
O 0.525541 2.904825 -0.310251 -0.21 -1.65 0.61 -0.17
```
Forces are in eV/Å.

Values from the calculation:
- Total energy: -11428.6368 eV
- 2S+1: 2

***

[2]
Formula: C4H13N2O2
Source: the OMol25 dataset
Level of theory: wB97M-V/def2-TZVPD

The geometry in XYZ format:
```
21
Properties=species:S:1:pos:R:3:forces:R:3:lowdin_charge:R:1
N -0.418923 -0.245475 3.559328 -1.50 -1.43 -1.62 0.20
C 0.060077 -0.566711 2.315636 0.57 -0.43 1.13 -0.60
O -0.785590 -1.272167 1.523229 -0.27 0.70 0.14 0.10
O 1.197717 -0.327595 1.938824 -0.74 0.10 -0.15 0.06
H 0.243673 0.067156 4.213237 0.87 0.48 0.83 0.11
H -1.147103 -0.884529 3.911316 0.64 0.78 -0.06 0.14
H -1.711290 -1.066357 1.747370 0.29 -0.27 0.00 0.14
C -0.589636 1.304038 -0.685382 0.30 0.23 -0.47 -0.04
C -0.079411 -0.019045 -1.236810 -0.19 -0.16 0.77 -0.42
C -0.072277 -0.071672 -2.728785 -0.52 1.05 -1.05 -0.06
N 1.349858 -0.196108 -0.759801 -0.56 0.67 -0.97 0.22
H -0.412140 1.404487 0.377294 0.06 0.00 0.27 0.07
H -0.061693 2.125604 -1.204122 -0.33 -0.18 0.26 0.10
H -1.661276 1.411201 -0.855710 0.10 -0.02 -0.12 0.10
H -0.649391 -0.864272 -0.790842 0.52 0.52 -0.41 0.14
H 0.497620 0.787361 -3.183483 -0.20 -0.87 0.54 0.11
H -1.117558 0.138902 -3.061125 0.76 -0.70 -0.01 0.11
H 0.329894 -1.029816 -3.087179 -0.41 0.32 -0.20 0.09
H 1.364772 -0.310861 0.251223 0.23 -0.03 1.24 0.07
H 1.756454 -0.996190 -1.200220 0.39 -0.78 -0.28 0.16
H 1.906223 0.612048 -1.043999 -0.01 0.02 0.18 0.18
```
Forces are in eV/Å.

Values from the calculation:
- Charge: +1
- Total energy: -11429.1688 eV

***

[3]
Formula: C4H13N2O2
Source: the OMol25 dataset
Level of theory: wB97M-V/def2-TZVPD

The geometry in XYZ format:
```
21
Properties=species:S:1:pos:R:3:forces:R:3:lowdin_charge:R:1
O 1.282854 0.582576 1.325171 0.02 -0.82 -0.02 0.08
C 1.088361 1.207424 0.307761 -0.11 1.33 0.86 -0.51
N 1.549264 2.480044 0.200200 -0.32 1.49 -0.28 0.17
C 0.180229 0.629173 -0.793418 1.45 -1.24 0.14 -0.01
N -0.226015 -0.733981 -0.253407 1.71 0.36 1.59 -0.01
C -1.199559 -0.940156 0.871927 -0.96 -1.30 -0.48 -0.17
C -2.537760 -0.301852 0.549412 0.30 -0.56 0.53 -0.06
H 1.287041 3.134606 -0.526939 -0.15 -0.71 -0.43 0.11
H 1.725371 3.058239 1.033464 0.23 -1.28 -0.16 0.14
H -0.620270 1.320216 -0.992732 -0.56 -0.16 -0.12 0.13
H 0.766215 0.395058 -1.720639 -0.66 0.56 0.76 0.14
H 0.677707 -1.100899 0.232341 -1.23 0.73 -1.64 0.15
H -0.479918 -1.353230 -1.016109 0.11 -0.01 -0.04 0.17
H -0.774499 -0.693655 1.840812 0.20 0.58 -0.32 0.12
H -1.226719 -2.066569 0.874437 -0.50 1.00 0.13 0.15
H -2.489094 0.781981 0.567620 -0.17 0.07 0.11 0.08
H -3.306076 -0.689466 1.200166 -0.08 0.31 0.74 0.09
H -2.908943 -0.655002 -0.386598 0.03 0.01 -1.12 0.07
H 2.234001 -1.351160 -1.808009 0.28 -0.22 0.10 0.07
H 2.863991 -2.127253 -0.628219 0.08 0.04 -0.08 0.09
O 2.113820 -1.576095 -0.877241 0.34 -0.17 -0.27 -0.03
```
Forces are in eV/Å.

Values from the calculation:
- Charge: +1
- Total energy: -11427.8974 eV

***

[4]
Formula: C4H13N2O3
Source: the OMol25 dataset
Level of theory: wB97M-V/def2-TZVPD

The geometry in XYZ format:
```
22
Properties=species:S:1:pos:R:3:forces:R:3:lowdin_charge:R:1
C -1.100489 1.054059 -0.144965 0.81 -0.10 0.77 -0.21
N -1.948522 -0.064825 -0.526937 -0.40 -0.22 -0.37 -0.06
C -1.331664 -1.028338 -1.391575 0.32 0.27 -0.94 -0.30
O -1.139800 -0.464630 -2.702184 0.38 -0.25 -0.29 -0.09
C -0.445049 0.985738 1.253963 -0.41 0.23 0.69 -0.26
N -0.165142 -0.353357 1.739367 -0.59 -0.80 -1.19 -0.06
C 1.090809 -0.876890 1.150149 2.43 0.87 0.68 -0.47
O 2.135807 -0.016904 1.389842 0.09 -0.19 0.16 -0.34
H -0.254798 1.148785 -0.818639 -0.15 -0.25 -0.58 0.11
H -1.644279 1.997960 -0.203615 -0.14 0.03 -0.07 0.10
H -2.398575 -0.511105 0.263064 0.30 0.09 0.04 0.10
H -0.313662 -1.314067 -1.126793 -0.03 0.01 0.31 0.09
H -1.904811 -1.958623 -1.516313 -0.33 0.36 0.47 0.11
H -1.774622 0.228708 -2.889259 -0.40 -0.03 0.41 0.07
H -1.084053 1.488817 1.985247 -0.26 -0.13 0.05 0.09
H 0.480677 1.555987 1.251031 0.26 0.23 -0.27 0.09
H 0.035914 -0.308056 2.727730 0.05 0.13 0.08 0.08
H 1.140013 -1.055840 0.063291 -1.24 -0.11 -0.10 0.08
H 1.293477 -1.856703 1.623170 -0.46 -0.19 0.09 0.08
H 2.812175 0.535111 -1.471115 -0.20 -0.10 0.36 -0.02
H 3.047758 0.268262 0.115874 -0.72 0.12 -0.08 -0.03
O 3.468835 0.545913 -0.771332 0.71 0.04 -0.22 -0.17
```
Forces are in eV/Å.

Values from the calculation:
- Charge: -1
- Total energy: -13481.2120 eV

***

What is the total energy in the third record?
-11427.8974 eV